Here is a structure of composition C52H84BN12O8Pb from OMol25. Energies are from wB97M-V/def2-TZVPD.

Calculated values
**DFT total energy**: -3508.4939 Ha
**Molecular weight**: 1223.33 g/mol
**Net charge**: +1
**LUMO level**: -0.0684 Eh
**Kohn-Sham gap**: 9.10 eV
**Highest occupied orbital energy**: -0.403 hartree
**Energy relative to the best compared isomer or geometry (same formula, charge and spin)**: 0.0000 eV

```
158
C52H84BN12O8Pb (wB97M-V/def2-TZVPD)
Pb -9.935 -21.259 5.035
O -12.325 -27.880 10.799
C -11.770 -27.545 9.727
O -11.233 -26.385 9.472
B -10.504 -26.342 8.141
O -11.119 -27.547 7.437
C -11.825 -28.308 8.361
O -12.441 -29.370 8.171
O -9.002 -26.427 8.267
C -8.449 -25.530 7.472
O -7.259 -25.348 7.212
C -9.593 -24.584 6.932
O -10.692 -25.039 7.426
O -9.352 -23.580 6.219
C -5.658 -17.699 4.298
C -6.059 -17.475 2.832
C -6.446 -18.739 2.073
C -7.571 -19.494 2.574
N -8.489 -20.042 3.012
H -4.747 -18.288 4.405
H -6.415 -18.245 4.861
H -5.548 -16.765 4.848
H -5.203 -17.042 2.316
H -6.854 -16.738 2.721
H -5.579 -19.400 2.053
H -6.656 -18.456 1.041
C -6.110 -24.714 4.169
C -6.992 -25.869 3.537
C -7.900 -25.218 2.438
C -8.747 -24.100 2.923
N -9.416 -23.251 3.345
H -5.579 -24.107 3.436
H -5.304 -25.150 4.758
H -6.669 -23.994 4.766
H -7.660 -26.305 4.279
H -6.394 -26.703 3.170
H -8.540 -25.942 1.934
H -7.242 -24.794 1.680
C -6.489 -22.270 9.205
C -5.211 -21.950 8.522
C -5.261 -22.122 6.936
C -6.463 -21.721 6.259
N -7.442 -21.400 5.713
H -6.687 -23.341 9.253
H -7.296 -21.741 8.700
H -6.439 -21.930 10.240
H -4.430 -22.591 8.929
H -4.995 -20.912 8.774
H -5.036 -23.175 6.767
H -4.445 -21.563 6.479
C -12.084 -17.545 8.752
C -13.556 -18.005 8.544
C -13.915 -18.198 7.058
C -13.016 -19.121 6.361
N -12.299 -19.853 5.767
H -11.406 -18.298 8.350
H -11.886 -17.373 9.810
H -11.868 -16.573 8.309
H -14.247 -17.338 9.060
H -13.704 -18.969 9.031
H -14.127 -17.298 6.481
H -14.887 -18.689 7.113
C -15.030 -21.123 3.729
C -15.975 -21.266 4.949
C -17.165 -20.294 4.935
C -16.761 -18.868 4.836
N -16.477 -17.775 4.759
H -14.474 -20.186 3.708
H -15.508 -21.215 2.753
H -14.322 -21.952 3.713
H -15.309 -21.133 5.802
H -16.370 -22.279 5.025
H -17.682 -20.281 5.894
H -17.823 -20.614 4.127
C -13.457 -23.169 8.484
C -14.557 -23.688 7.517
C -13.969 -24.317 6.212
C -12.923 -23.489 5.564
N -12.069 -22.895 5.080
H -12.848 -22.305 8.216
H -12.781 -23.972 8.775
H -13.938 -22.932 9.433
H -15.264 -22.931 7.176
H -15.217 -24.441 7.948
H -14.751 -24.501 5.475
H -13.639 -25.326 6.461
C -7.829 -15.083 8.808
C -8.448 -16.411 8.399
C -8.245 -16.584 6.855
C -8.832 -17.809 6.283
N -9.290 -18.797 5.828
H -6.750 -15.035 8.655
H -7.997 -14.910 9.870
H -8.318 -14.270 8.271
H -9.524 -16.399 8.572
H -8.047 -17.285 8.913
H -7.181 -16.521 6.626
H -8.695 -15.763 6.296
C -10.801 -26.714 3.932
C -11.146 -27.760 2.882
C -11.451 -29.162 3.570
C -10.444 -29.554 4.541
N -9.666 -29.872 5.320
H -11.604 -26.683 4.669
H -10.674 -25.695 3.566
H -9.914 -27.047 4.471
H -10.267 -27.829 2.242
H -11.933 -27.428 2.205
H -11.558 -29.981 2.859
H -12.370 -29.065 4.148
C -12.734 -24.156 1.520
C -12.140 -23.206 0.450
C -12.492 -21.723 0.651
C -11.915 -21.193 1.899
N -11.418 -20.782 2.842
H -12.536 -25.204 1.298
H -13.821 -24.096 1.569
H -12.300 -23.934 2.495
H -12.452 -23.528 -0.544
H -11.060 -23.347 0.434
H -13.577 -21.635 0.698
H -12.191 -21.069 -0.167
C -9.477 -23.331 10.804
C -10.274 -22.096 11.209
C -9.879 -20.875 10.333
C -10.085 -21.015 8.859
N -10.232 -21.139 7.719
H -8.406 -23.157 10.906
H -9.746 -23.655 9.799
H -9.828 -24.104 11.488
H -10.055 -21.908 12.260
H -11.340 -22.299 11.112
H -8.814 -20.701 10.481
H -10.449 -19.998 10.640
C -6.443 -21.161 -0.913
C -7.844 -21.712 -0.467
C -8.989 -20.837 -0.975
C -8.911 -19.419 -0.601
N -8.810 -18.336 -0.258
H -6.535 -20.704 -1.898
H -5.782 -22.027 -0.875
H -6.133 -20.455 -0.143
H -7.850 -21.848 0.615
H -8.009 -22.713 -0.864
H -9.949 -21.211 -0.620
H -8.999 -20.928 -2.061
C -12.205 -17.117 3.906
C -11.467 -16.305 2.783
C -10.839 -17.158 1.657
C -11.789 -17.944 0.867
N -12.501 -18.534 0.220
H -11.475 -17.617 4.543
H -12.906 -17.821 3.459
H -12.836 -16.415 4.452
H -10.746 -15.645 3.264
H -12.189 -15.663 2.278
H -10.185 -17.894 2.124
H -10.330 -16.505 0.948
```